# C5H6FNO

A single C5H6FNO molecule (ωB97M-V/def2-TZVPD, the OMol25 dataset).

Geometry as XYZ:
```
14
Properties=species:S:1:pos:R:3:forces:R:3
N -0.110343 2.786049 -0.051031 0.1296 -1.8288 0.4782
C -0.129583 1.624936 0.053545 -0.2518 3.1896 -0.8183
C -0.300861 0.223714 -0.046446 -0.0184 1.2495 1.0111
C 0.759549 -0.510459 0.106824 1.2308 -3.1929 -1.0770
C 2.106043 0.058261 0.321269 0.1579 -1.6696 -0.1855
F 3.003227 -0.790568 -0.322157 0.5408 -0.8500 0.4013
C -1.679549 -0.194285 -0.185928 -2.0461 2.3610 0.2022
O -1.814381 -1.517593 0.213449 -5.7998 -0.5911 -3.9705
H 0.773508 -1.659526 -0.052436 -0.3329 2.0987 0.6040
H 2.245912 0.054307 1.396317 0.7406 0.2708 0.2134
H 2.355544 0.942275 -0.185760 -0.5054 1.9172 0.0345
H -2.421136 0.510125 0.432021 1.6762 -1.2073 -1.0107
H -1.957681 0.043025 -1.256182 0.0559 -0.5861 0.7178
H -2.830244 -1.570265 -0.423482 4.4226 -1.1611 3.3995
```
Forces are in eV/Å.

The total energy comes out at -11534.110 eV. The value obtained for the highest occupied orbital energy is -10.15 eV. The calculation puts the frontier orbital gap at 0.3761 Ha. As for the largest force on an atom: 7.054 eV/A.